21
Properties=species:S:1:pos:R:3:forces:R:3 method="wB97M-V/def2-TZVPD" multiplicity=1 smiles="O=Cc1cc2ccccc2cc1O" orbital_gap_ev=7.85 e_tot_ev=-15631.1209 molar_mass_g_mol=172.183
O 2.33295 0.55889 3.26606 0.02 0.12 -0.47
C 1.31574 -0.06678 3.10109 -0.42 -0.13 0.89
C 0.57300 -0.20364 1.81732 1.67 0.64 -1.39
C 1.05602 0.56624 0.71919 -0.02 0.17 1.32
C 0.44962 0.46725 -0.52985 -0.30 0.26 -1.65
C 0.87320 1.31406 -1.62821 -1.21 -0.21 0.25
C 0.15598 1.35290 -2.79374 -0.67 -1.35 0.17
C -0.96474 0.45234 -3.02021 0.59 -0.35 0.92
C -1.33859 -0.44081 -2.03353 1.10 1.42 -0.35
C -0.66017 -0.41542 -0.76864 0.21 -0.31 1.33
C -1.09800 -1.20694 0.33381 -0.45 0.09 0.55
C -0.46528 -1.14017 1.59541 -1.02 0.85 -0.81
O -1.01796 -1.80920 2.65148 1.05 -0.28 0.76
H 0.90589 -0.54370 4.04558 -0.10 0.00 -0.78
H 1.85928 1.36088 0.85660 -1.05 -1.41 0.05
H 1.67322 2.00298 -1.42949 0.37 0.13 -0.17
H 0.41990 1.96031 -3.63052 0.35 0.57 -0.17
H -1.47290 0.44008 -3.99216 0.24 0.12 0.47
H -2.13064 -1.13382 -2.20545 -0.45 -0.38 0.05
H -2.08158 -1.72580 0.22330 1.17 0.08 0.26
H -0.38491 -1.78968 3.42195 -1.09 -0.03 -1.22